No. 1
A cluster of 3 separate species, C4H16NO2S2 in total at a distorted geometry, computed with ωB97M-V with the def2-TZVPD basis set.

```
25
Properties=species:S:1:pos:R:3:lowdin_charge:R:1
N -0.907 -0.074 1.211 0.132
C 0.060 -0.685 2.175 -0.160
C 0.803 -1.926 1.583 -0.490
S 0.133 -2.582 0.025 0.535
S 1.629 -2.267 -1.334 0.543
C 1.532 -0.531 -1.941 -0.565
C 0.490 -0.382 -3.030 -0.172
H -0.876 0.952 1.237 0.095
H -0.756 -0.455 0.269 0.069
H -1.852 -0.379 1.430 0.158
H -0.490 -1.099 3.006 0.122
H 0.755 0.070 2.479 0.123
H 0.769 -2.718 2.328 0.074
H 1.869 -1.775 1.451 0.068
H 1.298 0.113 -1.096 0.041
H 2.549 -0.409 -2.306 0.070
H -0.517 -0.496 -2.616 0.066
H 0.550 -1.155 -3.791 0.075
H 0.484 0.607 -3.468 0.073
H 0.479 3.316 0.412 0.069
H 0.529 2.406 -0.786 0.048
O -0.005 2.590 -0.003 -0.045
H -3.425 1.808 1.074 0.067
H -2.597 2.967 0.636 0.063
O -2.504 2.103 1.054 -0.060
```

The lowest unoccupied orbital energy is -3.0 eV. The total charge is +1. The energy above the lowest of the compared OMol25 structures with the same formula, charge and spin is 0.188 eV. As for the HOMO energy: -12.405 eV.

No. 2
A cluster of 4 separate species, C4H16NO3 in total at a distorted geometry, computed with ωB97M-V with the def2-TZVPD basis set.

```
24
Properties=species:S:1:pos:R:3:lowdin_charge:R:1
C -0.889 0.832 -0.598 -0.048
N 0.497 0.719 0.279 0.035
C 0.250 1.248 1.655 -0.126
C -1.278 1.028 1.806 -0.171
C -1.826 0.529 0.506 -0.211
H -0.804 1.923 -0.970 0.150
H -0.650 0.424 -1.669 0.151
H 1.202 1.421 -0.127 0.196
H 0.958 -0.146 0.173 0.096
H 0.719 2.187 1.795 0.106
H 0.762 0.543 2.472 0.174
H -1.350 0.154 2.509 0.120
H -1.667 1.962 2.418 0.165
H -2.742 0.982 0.219 0.113
H -2.095 -0.544 0.735 0.144
H 4.741 -1.037 -0.330 0.104
H 4.773 -0.919 1.211 -0.025
O 4.183 -0.910 0.526 -0.064
H -3.180 -2.617 -3.151 -0.006
H -3.136 -1.991 -1.674 0.084
O -2.644 -2.162 -2.556 -0.073
H 1.984 -0.685 -1.640 0.070
H 1.073 -1.845 -2.027 -0.002
O 1.119 -1.099 -1.561 0.018
```

The lowest unoccupied orbital energy is -3.0 eV. The total charge is +1. The energy above the lowest of the compared OMol25 structures with the same formula, charge and spin is 2.887 eV. As for the HOMO energy: -14.233 eV.

No. 3
A structure of composition C4H16NO4 at a distorted geometry, computed with ωB97M-V with the def2-TZVPD basis set.

```
25
Properties=species:S:1:pos:R:3:lowdin_charge:R:1
C -1.515 -0.522 -0.850 -0.067
C -0.144 -1.183 -0.854 -0.437
C 0.749 -0.650 0.282 -0.163
C 0.198 -0.210 1.659 -0.397
O 0.719 1.025 2.073 -0.256
N 0.508 -0.827 -2.151 0.017
H -2.036 -0.324 0.085 0.059
H -2.190 -1.078 -1.485 0.067
H -1.402 0.503 -1.220 0.070
H -0.181 -2.277 -0.849 0.110
H 1.031 0.347 -0.065 0.092
H 1.616 -1.258 0.559 0.112
H 0.333 -0.885 2.519 0.086
H -0.916 -0.172 1.703 0.082
H 1.481 -0.752 -1.902 0.048
H 0.194 0.075 -2.484 0.034
H 1.113 3.126 0.109 -0.003
H 0.358 1.744 1.134 -0.007
O 0.376 2.531 0.231 -0.255
H -1.668 -2.594 2.073 0.034
H -0.422 -2.729 1.306 -0.002
O -0.938 -3.212 1.961 -0.061
H -0.274 2.614 -1.234 0.005
H 0.927 2.405 -2.348 0.001
O -0.010 2.568 -2.227 -0.168
```

The lowest unoccupied orbital energy is 3.7 eV. The total charge is -1. The energy above the lowest of the compared OMol25 structures with the same formula, charge and spin is 0.518 eV. As for the HOMO energy: -4.406 eV.

No. 4
A cluster of 5 separate species, C4H16NO7 in total at a distorted geometry, computed with ωB97M-V with the def2-TZVPD basis set.

```
28
Properties=species:S:1:pos:R:3:lowdin_charge:R:1
O -1.492 2.199 -1.169 0.024
C -0.858 1.501 -0.386 -0.529
N 0.228 0.755 -0.650 0.083
C 0.591 0.157 -1.952 -0.349
O 1.529 -0.823 -1.726 -0.273
C -1.334 1.480 1.066 -0.087
C -0.246 1.724 2.152 -0.224
O -0.034 3.142 2.261 -0.079
H 0.839 0.542 0.125 0.091
H 0.947 0.955 -2.614 0.104
H -0.284 -0.326 -2.391 0.100
H -1.956 2.361 1.231 0.108
H -1.992 0.631 1.258 0.113
H -0.514 1.288 3.107 0.112
H 0.690 1.303 1.784 0.096
H 0.624 3.370 1.605 0.077
H -0.202 -1.735 -0.211 0.004
H 0.488 -2.116 1.117 0.004
O -0.349 -1.862 0.730 -0.061
H 1.741 -3.026 0.215 -0.016
H 1.293 -3.031 -1.258 0.014
O 1.452 -3.609 -0.499 -0.092
H -3.014 0.116 -1.365 0.008
H -2.330 -1.266 -1.410 0.017
O -3.118 -0.784 -1.667 -0.050
H 1.828 -1.008 -0.386 -0.047
H 3.160 -0.745 0.491 0.027
O 2.313 -1.192 0.543 -0.178
```

The lowest unoccupied orbital energy is 3.2 eV. The total charge is -1. The energy above the lowest of the compared OMol25 structures with the same formula, charge and spin is 1.646 eV. As for the HOMO energy: -5.123 eV.

No. 5
A cluster of 4 separate species, C4H16O3 in total, computed with ωB97M-V with the def2-TZVPD basis set.

```
23
Properties=species:S:1:pos:R:3:lowdin_charge:R:1
C -0.753 -1.073 -0.248 -0.091
C 0.209 0.106 -0.291 -0.493
C -0.563 1.418 -0.251 -0.079
C 1.204 0.000 -1.439 -0.079
H -0.290 -2.056 -0.253 0.077
H -1.430 -1.041 -1.112 0.052
H -1.371 -1.015 0.652 0.075
H 0.779 0.029 0.639 0.089
H 0.092 2.265 -0.083 0.071
H -1.067 1.567 -1.203 0.068
H -1.283 1.450 0.565 0.076
H 1.588 -1.019 -1.432 0.073
H 2.039 0.686 -1.331 0.071
H 0.796 0.133 -2.443 0.078
H -2.326 -0.850 -2.969 0.020
H -2.997 0.484 -2.722 0.027
O -2.691 -0.082 -3.438 -0.067
H 2.227 1.910 2.995 0.045
H 2.406 0.632 2.138 0.036
O 2.086 0.958 2.986 -0.051
H 0.678 -0.801 3.335 0.022
H 0.102 -2.184 3.214 0.043
O 0.565 -1.517 2.693 -0.061
```

The lowest unoccupied orbital energy is 0.6 eV. The total charge is 0. The energy above the lowest of the compared OMol25 structures with the same formula, charge and spin is 0.370 eV. As for the HOMO energy: -11.045 eV.

No. 6
A cluster of 4 separate species, C4H16O3S in total at a distorted geometry, computed with ωB97M-V with the def2-TZVPD basis set.

```
24
Properties=species:S:1:pos:R:3:lowdin_charge:R:1
C -0.777 1.841 -2.365 -0.115
C -0.113 1.435 -1.056 -0.270
C -1.105 0.653 -0.182 -0.312
C -0.447 -0.066 0.968 -0.575
S -1.536 -1.039 2.079 0.689
H -0.118 2.485 -2.953 0.068
H -0.997 0.943 -2.944 0.071
H -1.696 2.417 -2.242 0.074
H 0.220 2.297 -0.494 0.097
H 0.716 0.762 -1.284 0.103
H -1.758 0.025 -0.801 0.100
H -1.819 1.406 0.184 0.112
H 0.000 0.656 1.658 0.061
H 0.379 -0.668 0.577 0.067
H -0.682 -2.018 2.278 -0.178
H 2.621 4.785 1.224 0.035
H 2.748 3.306 1.154 0.022
O 3.172 4.068 1.565 -0.061
H -1.935 -2.704 -2.605 0.036
H -0.561 -2.860 -1.936 0.030
O -1.076 -2.285 -2.510 -0.058
H 2.702 -2.289 -0.503 0.029
H 2.820 -3.812 -0.858 0.032
O 2.448 -3.177 -0.244 -0.058
```

The lowest unoccupied orbital energy is 0.4 eV. The total charge is 0. The energy above the lowest of the compared OMol25 structures with the same formula, charge and spin is 0.523 eV. As for the HOMO energy: -8.917 eV.

Repeat the fourth record exactly.
A cluster of 5 separate species, C4H16NO7 in total at a distorted geometry, computed with ωB97M-V with the def2-TZVPD basis set.

```
28
Properties=species:S:1:pos:R:3:lowdin_charge:R:1
O -1.492 2.199 -1.169 0.024
C -0.858 1.501 -0.386 -0.529
N 0.228 0.755 -0.650 0.083
C 0.591 0.157 -1.952 -0.349
O 1.529 -0.823 -1.726 -0.273
C -1.334 1.480 1.066 -0.087
C -0.246 1.724 2.152 -0.224
O -0.034 3.142 2.261 -0.079
H 0.839 0.542 0.125 0.091
H 0.947 0.955 -2.614 0.104
H -0.284 -0.326 -2.391 0.100
H -1.956 2.361 1.231 0.108
H -1.992 0.631 1.258 0.113
H -0.514 1.288 3.107 0.112
H 0.690 1.303 1.784 0.096
H 0.624 3.370 1.605 0.077
H -0.202 -1.735 -0.211 0.004
H 0.488 -2.116 1.117 0.004
O -0.349 -1.862 0.730 -0.061
H 1.741 -3.026 0.215 -0.016
H 1.293 -3.031 -1.258 0.014
O 1.452 -3.609 -0.499 -0.092
H -3.014 0.116 -1.365 0.008
H -2.330 -1.266 -1.410 0.017
O -3.118 -0.784 -1.667 -0.050
H 1.828 -1.008 -0.386 -0.047
H 3.160 -0.745 0.491 0.027
O 2.313 -1.192 0.543 -0.178
```

The lowest unoccupied orbital energy is 3.2 eV. The total charge is -1. The energy above the lowest of the compared OMol25 structures with the same formula, charge and spin is 1.646 eV. As for the HOMO energy: -5.123 eV.